No. 1
Density functional theory data (ωB97M-V/def2-TZVPD) for C44H30F5N3OsP3S3Se2 as an isolated structure.

XYZ file:
```
91
Properties=species:S:1:pos:R:3:forces:R:3:mulliken_charge:R:1
Os -1.8627 -1.8609 1.3319 -0.092 0.197 -0.144 1.13
Se 0.9552 4.0854 0.5832 -0.078 0.047 0.029 -0.26
P 2.1983 2.4045 0.3974 0.095 -0.119 0.051 0.85
C 2.9807 2.2355 -1.2340 -0.041 0.104 -0.058 0.64
C 3.5130 1.0256 -1.6780 0.006 -0.013 0.081 -0.05
C 4.1207 0.9559 -2.9207 0.009 0.010 -0.017 -0.68
C 4.2086 2.0859 -3.7227 -0.001 -0.004 -0.001 -0.71
C 3.6847 3.2907 -3.2795 0.002 0.003 -0.028 -0.80
C 3.0677 3.3669 -2.0404 -0.034 -0.020 0.025 -0.49
C 3.5277 2.3531 1.6342 0.014 0.054 -0.020 0.76
C 3.8493 3.5398 2.2881 -0.083 -0.012 -0.011 -0.55
C 4.8985 3.5726 3.1929 0.023 0.018 0.027 -0.68
C 5.6281 2.4237 3.4533 -0.006 -0.027 -0.012 -0.49
C 5.3119 1.2395 2.8009 0.021 0.029 0.022 -0.78
C 4.2705 1.2003 1.8892 0.054 -0.050 -0.105 -0.24
C 1.2772 0.8525 0.5985 -0.126 -0.010 -0.083 0.20
C -0.0803 0.5673 0.6590 -0.133 0.056 -0.141 -0.50
N -0.1581 -0.7855 0.7897 -0.002 0.138 0.254 0.49
N 1.0681 -1.2879 0.8276 -0.056 -0.222 0.007 -1.05
N 1.9277 -0.3326 0.6952 0.133 0.120 0.136 -0.02
P -1.5493 1.5555 0.3661 0.265 0.077 -0.124 0.41
Se -3.1950 0.0789 -0.2887 -0.043 -0.195 0.097 -0.19
C -2.0046 2.5736 1.7488 -0.072 -0.016 0.059 1.71
C -3.0880 3.4457 1.6782 -0.014 0.045 -0.073 -0.56
C -3.3890 4.2477 2.7667 0.018 -0.020 0.035 -1.24
C -2.6194 4.1687 3.9187 -0.028 0.010 -0.017 -0.66
C -1.5529 3.2831 3.9924 0.013 -0.014 -0.002 -0.93
C -1.2424 2.4789 2.9128 -0.013 -0.025 0.004 -0.32
C -1.3119 2.3426 -1.2325 -0.024 0.054 0.070 0.86
C -1.8967 3.5655 -1.5497 -0.002 0.039 0.017 -0.31
C -1.6781 4.1231 -2.7964 0.003 -0.022 0.021 -0.91
C -0.8833 3.4653 -3.7264 0.011 -0.001 -0.015 -0.69
C -0.3202 2.2373 -3.4179 -0.019 0.001 0.000 -0.66
C -0.5380 1.6670 -2.1735 0.021 -0.060 -0.015 -0.48
H 3.4558 0.1391 -1.0604 -0.017 -0.010 0.014 0.30
H 4.5344 0.0155 -3.2607 0.030 -0.007 -0.017 0.51
H 4.6882 2.0274 -4.6904 0.013 -0.004 -0.017 0.44
H 3.7535 4.1748 -3.8989 0.002 0.008 -0.009 0.44
H 2.6402 4.3009 -1.6980 -0.003 -0.003 0.009 0.40
H 3.2683 4.4319 2.0924 0.005 -0.001 0.004 0.34
H 5.1424 4.4984 3.6964 -0.001 0.006 0.002 0.42
H 6.4440 2.4489 4.1629 0.014 0.002 0.011 0.40
H 5.8808 0.3413 2.9993 0.009 -0.012 0.006 0.43
H 4.0391 0.2742 1.3832 -0.009 0.015 0.026 0.27
H -3.6992 3.5076 0.7896 0.017 -0.004 0.024 0.40
H -4.2256 4.9301 2.7143 -0.017 0.019 -0.006 0.50
H -2.8549 4.7981 4.7660 -0.006 0.009 0.013 0.44
H -0.9568 3.2202 4.8923 -0.005 -0.001 0.005 0.48
H -0.4155 1.7855 2.9751 0.011 0.012 -0.025 0.54
H -2.4789 4.1113 -0.8213 0.019 -0.006 0.007 0.44
H -2.1140 5.0827 -3.0362 -0.008 0.016 -0.002 0.47
H -0.7001 3.9160 -4.6926 -0.006 -0.004 -0.008 0.44
H 0.3020 1.7245 -4.1383 0.014 -0.010 -0.013 0.50
H -0.0799 0.7126 -1.9409 -0.003 0.010 0.022 0.42
F -7.3583 2.2796 1.8254 0.010 -0.026 0.009 -0.30
C -6.5471 1.2328 1.8591 0.050 -0.053 -0.003 0.51
C -5.4671 1.1541 0.9924 -0.122 0.012 0.048 0.12
F -5.3241 2.1347 0.0950 0.032 -0.006 0.023 -0.36
C -4.5880 0.0876 1.0233 -0.018 0.067 0.013 0.05
F -2.1738 -0.2498 2.4343 0.096 -0.044 -0.039 -0.68
C -4.8339 -0.9949 1.8873 -0.011 -0.036 0.025 0.32
S -3.9607 -2.5383 1.8948 0.027 0.046 -0.075 -0.40
C -5.9280 -0.9104 2.7366 -0.035 0.078 -0.024 0.28
F -6.2086 -1.9048 3.5722 0.015 -0.011 0.002 -0.31
C -6.7718 0.1944 2.7442 0.072 0.005 -0.073 0.39
F -7.7981 0.2420 3.5734 0.010 -0.003 0.004 -0.27
S -2.0460 -2.8324 -1.4563 -0.135 0.102 -0.044 -0.30
P -0.7397 -4.0853 -0.6971 0.346 0.033 0.259 0.63
S -0.8725 -3.9237 1.3976 -0.093 -0.158 -0.060 -0.32
C -0.9695 -5.8076 -1.1381 0.025 0.018 -0.083 0.96
C -0.9466 -6.1110 -2.5012 0.005 -0.009 0.020 -0.54
C -1.0905 -7.4233 -2.9125 -0.003 0.011 0.034 -0.67
C -1.2553 -8.4308 -1.9686 0.000 -0.002 -0.033 -0.43
C -1.2792 -8.1276 -0.6173 -0.010 -0.035 -0.003 -0.70
C -1.1373 -6.8134 -0.1965 -0.014 -0.001 0.061 -0.34
C 0.9672 -3.6397 -1.0749 -0.037 -0.114 -0.266 0.75
C 1.2342 -2.7316 -2.0931 -0.056 0.074 0.056 -0.37
C 2.5477 -2.4016 -2.3955 -0.016 -0.037 -0.016 -0.56
C 3.5874 -2.9831 -1.6880 0.002 -0.013 -0.005 -0.49
C 3.3202 -3.8974 -0.6758 0.043 0.043 -0.003 -0.83
C 2.0139 -4.2284 -0.3711 -0.049 -0.061 0.063 -0.47
H -0.8221 -5.3243 -3.2361 0.005 0.013 0.001 0.38
H -1.0759 -7.6614 -3.9670 0.000 -0.007 -0.009 0.40
H -1.3685 -9.4565 -2.2927 -0.001 -0.010 0.001 0.39
H -1.4129 -8.9130 0.1136 0.000 -0.009 0.011 0.41
H -1.1666 -6.5829 0.8603 0.005 0.009 0.008 0.30
H 0.4150 -2.2680 -2.6287 -0.006 -0.024 -0.016 0.32
H 2.7564 -1.6902 -3.1838 -0.030 -0.011 -0.008 0.53
H 4.6119 -2.7298 -1.9273 0.022 0.013 0.015 0.43
H 4.1322 -4.3452 -0.1198 0.010 -0.013 0.001 0.43
H 1.8141 -4.9250 0.4339 -0.021 -0.043 -0.006 0.38
```
Forces are in eV/Å.

The value obtained for the HOMO energy (spin up / spin down) is -10.458 / -10.460 eV. The spin multiplicity is 5. The expectation value of S² is 6.024. The HOMO-LUMO gap (spin up / spin down) comes out at 7.07 / 5.55 eV. As for the net charge: +1. The molar mass is 1233.01 g mol⁻¹. The total energy is -9470.29523 hartree.

No. 2
Density functional theory data (ωB97M-V/def2-TZVPD) for C44H31F15IrN3O8PS2SbSe as an isolated structure at a distorted geometry.

XYZ file:
```
107
Properties=species:S:1:pos:R:3:forces:R:3:mulliken_charge:R:1
Ir -0.5252 0.1242 0.4760 -0.249 -0.038 -1.046 1.37
F 0.1812 -2.1884 5.0676 -0.001 0.012 0.013 -0.18
C 0.0490 -3.1618 4.1730 -0.069 -0.036 -0.021 0.49
F -1.0468 -3.8647 4.4536 0.036 0.020 -0.021 -0.20
F 1.1057 -3.9580 4.2251 -0.002 -0.006 0.015 -0.21
S -0.1229 -2.4464 2.4860 0.088 0.128 0.085 0.80
O -0.2048 -3.5578 1.5705 0.014 -0.011 -0.033 -0.74
O -1.2798 -1.5792 2.5570 -0.011 -0.029 0.129 -0.49
N 1.2111 -1.6098 2.4097 0.088 -0.230 -0.061 -0.23
S 1.9976 -1.5988 1.0438 0.099 -0.229 0.448 1.48
O 1.0454 -1.2907 -0.0564 -0.126 -0.097 -0.075 -0.55
O 2.8324 -2.7162 0.7844 0.104 0.131 -0.016 -0.73
C 1.5656 -4.3640 -1.4122 -0.186 0.522 0.100 0.38
F 0.3772 -4.1780 -1.9762 -0.144 -0.048 -0.123 -0.15
F 1.7946 -5.6382 -1.2325 0.073 -0.263 0.099 -0.21
F 2.5090 -3.8020 -2.1284 0.133 0.030 -0.104 -0.10
N -1.5760 -2.3537 -0.7415 0.036 0.001 0.054 0.68
C -2.4699 -2.9383 -1.5482 -0.010 0.062 0.027 -0.25
C -3.3232 -1.9526 -1.9958 0.028 0.011 0.066 -1.64
C -2.8600 -0.7787 -1.3959 -0.002 -0.073 -0.075 -0.11
N -1.8010 -1.0347 -0.6311 -0.080 -0.164 0.217 0.48
H -0.8358 -2.7919 -0.1958 -0.098 0.030 -0.020 -0.09
H -2.4284 -3.9962 -1.7426 0.002 0.014 0.002 0.58
H -4.1528 -2.0623 -2.6708 0.005 0.006 0.005 0.57
H -3.2375 0.2253 -1.4883 0.009 -0.002 0.018 0.52
O 3.3128 2.2087 1.9119 0.017 -0.012 -0.046 -0.79
Se 2.3259 1.3864 0.9879 0.020 -0.050 0.165 1.27
O 0.8230 1.2096 1.6539 0.046 0.159 -0.236 -0.54
O 2.2878 1.6204 -0.5911 0.096 0.014 0.100 -0.32
O 2.9365 -0.3517 1.1964 -0.037 0.064 -0.091 -0.54
F -8.6417 1.2279 1.0993 0.014 -0.014 -0.016 -0.26
C -7.8616 0.3717 0.4142 -0.021 -0.001 -0.005 0.72
F -8.1501 -0.8642 0.8449 0.005 0.020 -0.008 -0.29
F -8.2449 0.4465 -0.8756 0.009 -0.001 0.028 -0.26
C -6.4040 0.7103 0.5710 -0.004 -0.011 -0.001 0.31
C -5.9530 1.9243 0.0731 0.022 0.012 -0.002 -1.13
C -4.6154 2.2666 0.2016 -0.038 -0.009 -0.027 -0.10
C -3.7303 1.3867 0.8164 0.009 0.098 0.042 0.10
C -4.1950 0.1764 1.3266 -0.025 -0.022 0.007 -0.42
C -5.5331 -0.1618 1.2075 0.024 -0.004 -0.005 -0.81
P -1.9590 1.7213 1.0615 0.182 -0.114 -0.161 1.98
C -1.9436 2.1852 2.8216 -0.079 0.000 -0.001 -0.23
C -1.2381 1.4393 3.7547 0.061 -0.016 -0.012 0.04
C -1.3140 1.7644 5.1043 -0.016 0.001 0.008 -0.96
C -2.0981 2.8284 5.5111 0.009 0.002 0.003 0.31
C -2.8121 3.5811 4.5834 0.005 0.008 0.001 -1.16
C -2.7370 3.2557 3.2442 -0.003 -0.051 0.009 -0.22
C -2.1690 3.2169 6.9632 0.003 0.002 0.005 0.83
F -1.4133 4.3032 7.2163 -0.015 -0.017 -0.005 -0.25
F -3.4262 3.5256 7.3313 0.020 -0.005 -0.007 -0.27
F -1.7422 2.2395 7.7750 -0.004 0.014 -0.012 -0.27
C -1.5693 3.2547 0.1621 0.002 0.041 0.144 -0.35
C -1.8529 3.3540 -1.1976 -0.026 -0.024 -0.026 -0.91
C -1.5343 4.5016 -1.9044 -0.030 0.013 -0.005 -0.78
C -0.9140 5.5518 -1.2469 0.011 0.028 0.006 0.24
C -0.5651 5.4416 0.0911 -0.011 -0.029 0.030 -1.23
C -0.8891 4.2938 0.7956 -0.041 0.017 -0.073 -0.66
C -0.6038 6.8433 -1.9522 0.001 0.015 -0.024 0.62
F -1.0953 6.8836 -3.2000 0.028 -0.009 0.047 -0.28
F -1.1253 7.8924 -1.2867 0.010 -0.010 -0.015 -0.27
F 0.7225 7.0633 -2.0330 -0.026 -0.010 -0.025 -0.26
H -6.6446 2.6008 -0.4126 0.004 -0.001 0.002 0.43
H -4.2673 3.2162 -0.1845 -0.016 -0.011 0.011 0.53
H -3.5045 -0.5093 1.8072 0.002 0.000 -0.002 0.59
H -5.8945 -1.1028 1.5975 0.004 0.002 0.003 0.53
H -0.6259 0.6063 3.4391 -0.041 0.029 0.016 0.50
H -0.7646 1.1827 5.8312 -0.001 -0.002 0.000 0.55
H -3.4277 4.4075 4.9132 0.002 -0.004 -0.002 0.44
H -3.3034 3.8339 2.5238 -0.008 0.003 -0.008 0.47
H -2.3294 2.5309 -1.7195 0.013 0.004 0.004 0.52
H -1.7578 4.5727 -2.9602 -0.006 0.001 0.004 0.75
H -0.0522 6.2558 0.5866 -0.003 -0.003 0.003 0.49
H -0.6192 4.2147 1.8392 0.010 -0.001 0.027 0.72
C -1.4616 -2.7019 -6.2070 0.015 0.012 0.013 -0.70
C -0.1243 -2.8130 -5.8520 -0.023 -0.014 -0.039 -0.79
C 0.4256 -1.9492 -4.9159 0.104 -0.010 0.065 -0.72
C -0.3560 -0.9655 -4.3190 -0.258 -0.018 0.102 1.22
C -1.7023 -0.8739 -4.6699 0.017 0.065 -0.011 -0.53
C -2.2518 -1.7265 -5.6160 0.012 -0.004 -0.030 -0.95
Sb 0.4409 0.2978 -2.7822 0.282 0.200 0.249 0.14
C 2.4941 -0.0272 -3.2611 0.060 -0.107 0.107 0.73
C 2.9845 0.4078 -4.4900 -0.077 0.043 -0.027 -0.44
C 4.3089 0.1826 -4.8341 0.039 -0.021 0.014 -0.70
C 5.1539 -0.4806 -3.9534 -0.022 0.005 -0.009 -0.62
C 4.6705 -0.9193 -2.7302 0.006 0.007 -0.023 -0.98
C 3.3452 -0.6910 -2.3864 -0.031 -0.043 0.046 -1.08
C 0.3438 2.1734 -3.8007 -0.099 0.097 0.157 0.62
C 1.2331 3.1621 -3.3776 0.042 -0.050 0.021 -0.27
C 1.2353 4.4084 -3.9835 -0.028 0.027 -0.055 -0.69
C 0.3324 4.6895 -5.0021 0.026 -0.015 0.010 -0.62
C -0.5643 3.7163 -5.4176 0.041 0.024 -0.032 -0.78
C -0.5554 2.4600 -4.8221 -0.019 -0.046 0.017 -0.52
H -1.8866 -3.3733 -6.9416 -0.001 -0.008 -0.001 0.39
H 0.4964 -3.5734 -6.3085 0.008 -0.002 -0.003 0.45
H 1.4736 -2.0458 -4.6549 -0.013 -0.015 0.010 0.40
H -2.3391 -0.1299 -4.2031 -0.002 -0.007 0.000 0.54
H -3.2956 -1.6330 -5.8885 -0.012 0.003 0.001 0.46
H 2.3351 0.9282 -5.1849 0.007 0.004 -0.003 0.48
H 4.6815 0.5276 -5.7901 -0.001 0.002 -0.007 0.42
H 6.1880 -0.6535 -4.2219 0.005 0.001 -0.002 0.38
H 5.3211 -1.4379 -2.0380 0.001 -0.002 0.010 0.50
H 2.9803 -1.0376 -1.4301 0.048 0.011 -0.109 0.73
H 1.9388 2.9543 -2.5804 -0.016 0.009 0.005 0.45
H 1.9382 5.1640 -3.6571 0.000 0.003 0.005 0.50
H 0.3292 5.6657 -5.4689 -0.004 0.007 -0.001 0.39
H -1.2628 3.9272 -6.2175 -0.005 0.000 -0.009 0.42
H -1.2382 1.7014 -5.1834 -0.023 -0.013 -0.003 0.34
```
Forces are in eV/Å.

The value obtained for the HOMO energy (spin up / spin down) is -6.609 / -6.608 eV. Its energy relative to the best compared isomer or geometry (same formula, charge and spin) is 4.108 eV. The HOMO-LUMO gap (spin up / spin down) comes out at 2.81 / 2.81 eV. As for the net charge: 0. The molar mass is 1502.76 g mol⁻¹. The total energy is -7843.05325 hartree.